Molecular formula: C4N2S2
Method: DFT, ωB97M-V/def2-TZVPD

Each line ends with the Mulliken charge.
Geometry (Å):
N (0.874, 1.599, 0.819)  -0.3413
C (1.034, 1.261, -0.295)  0.6485
C (1.348, 0.907, -1.533)  -0.1885
S (1.083, -0.080, -2.743)  -0.0986
S (-0.859, -1.449, -1.723)  -0.1564
C (-0.868, -0.949, -0.207)  -0.0489
C (-1.291, -1.070, 1.035)  0.5199
N (-1.483, -1.216, 2.164)  -0.3347

HOMO-LUMO gap (spin up / spin down)	5.91 / 5.91	eV
SMILES	N#CC#S#S#CC#N
DFT total energy	-28792.37079	eV
charge	0
strongest force on any atom	5.31	eV/A
lowest unoccupied orbital energy (spin up / spin down)	-2.271 / -2.277	eV
relative energy (zero: lowest compared OMol25 entry of this formula, charge and spin)	277.7	kJ/mol

***

Molecular formula: C4O4Pd
Method: DFT, ωB97M-V/def2-TZVPD

Each line ends with the Mulliken spin population.
Geometry (Å):
O (0.002, 2.614, -2.986)  -0.0225
C (0.002, 1.986, -2.041)  0.0935
Pd (0.001, 0.318, 0.472)  1.4481
C (1.562, -0.436, -0.026)  0.1290
C (-1.562, -0.433, -0.027)  0.1293
O (2.556, -0.915, -0.343)  0.0316
O (-2.556, -0.911, -0.345)  0.0316
O (-0.003, -1.421, 3.119)  -0.0002
C (-0.002, -0.802, 2.176)  0.1597

HOMO-LUMO gap (spin up / spin down)	9.91 / 7.62	eV
DFT total energy	-15792.69977	eV
charge	+2
strongest force on any atom	10.25	eV/A
lowest unoccupied orbital energy (spin up / spin down)	-11.412 / -14.755	eV
spin multiplicity	3

***

Molecular formula: C50H102F6N14O6P
Method: DFT, ωB97M-V/def2-TZVPD

Each line ends with the Mulliken charge.
Geometry (Å):
P (-2.725, 1.113, -12.965)  1.7245
F (-4.252, 0.568, -13.119)  -0.3941
F (-2.536, 0.957, -14.561)  -0.3402
F (-3.166, 2.690, -13.092)  -0.5762
F (-1.216, 1.730, -12.813)  -0.3869
F (-2.951, 1.207, -11.359)  -0.3945
F (-2.099, -0.354, -12.734)  -0.3722
O (-3.781, 6.357, -14.680)  -1.0793
C (-4.001, 5.442, -15.738)  -0.1335
C (-3.633, 5.642, -17.219)  0.8908
O (-2.319, 5.855, -17.665)  0.0387
H (-5.095, 5.239, -15.745)  0.3852
H (-3.587, 4.470, -15.413)  -0.4391
H (-4.235, 6.418, -17.748)  -0.4970
H (-3.981, 4.686, -17.673)  -0.8356
C (-5.109, 7.474, -10.118)  -1.0628
C (-5.474, 6.977, -11.512)  0.5490
N (-6.293, 5.761, -11.495)  0.4348
C (-7.319, 5.449, -10.642)  -0.3113
C (-7.626, 4.135, -10.810)  -0.6444
N (-6.740, 3.652, -11.753)  0.2160
C (-5.917, 4.630, -12.122)  -0.8161
C (-6.534, 2.237, -12.109)  -0.2781
H (-5.880, 7.944, -9.511)  0.4522
H (-4.423, 8.318, -10.259)  0.2095
H (-4.473, 6.749, -9.611)  0.2700
H (-4.555, 6.749, -12.051)  -0.5396
H (-5.990, 7.697, -12.149)  0.1741
H (-7.764, 6.217, -10.032)  0.5070
H (-8.290, 3.486, -10.265)  0.4886
H (-5.067, 4.502, -12.779)  0.8287
H (-5.494, 1.946, -11.957)  0.1323
H (-6.692, 2.095, -13.177)  -0.1497
H (-7.207, 1.639, -11.505)  0.3615
C (-5.075, 8.733, -22.294)  -1.0865
C (-6.010, 7.831, -21.485)  -0.4190
N (-5.583, 6.440, -21.637)  0.5273
C (-5.967, 5.544, -22.590)  -0.6942
C (-5.413, 4.328, -22.317)  -0.4720
N (-4.677, 4.522, -21.170)  0.4302
C (-4.816, 5.780, -20.747)  -0.4781
C (-3.846, 3.480, -20.554)  -0.7758
H (-5.268, 8.370, -23.313)  0.3453
H (-4.016, 8.636, -22.080)  0.2566
H (-5.412, 9.760, -22.428)  0.4266
H (-7.032, 7.932, -21.841)  0.3955
H (-5.972, 8.105, -20.430)  0.1327
H (-6.566, 5.877, -23.424)  0.5487
H (-5.335, 3.398, -22.852)  0.5668
H (-4.435, 6.140, -19.800)  0.1784
H (-4.188, 2.478, -20.781)  0.3879
H (-3.778, 3.756, -19.501)  -0.1392
H (-2.889, 3.675, -21.043)  0.5489
C (-2.726, 3.943, -9.652)  -1.0396
C (-1.396, 4.380, -10.275)  0.0669
N (-1.504, 5.739, -10.766)  0.3496
C (-1.812, 6.125, -12.038)  -0.4484
C (-1.944, 7.466, -12.044)  -1.6554
N (-1.624, 7.937, -10.786)  0.4258
C (-1.396, 6.848, -10.028)  -0.6958
C (-1.419, 9.279, -10.298)  -0.8207
H (-3.591, 4.146, -10.287)  0.0835
H (-3.010, 4.395, -8.698)  0.4316
H (-2.653, 2.878, -9.437)  0.4356
H (-1.129, 3.739, -11.115)  -0.2477
H (-0.590, 4.303, -9.547)  0.4079
H (-2.059, 5.364, -12.766)  1.2147
H (-2.260, 8.080, -12.871)  0.7436
H (-1.151, 6.812, -8.978)  0.4838
H (-1.210, 9.939, -11.140)  0.2512
H (-0.545, 9.347, -9.654)  0.4006
H (-2.291, 9.663, -9.770)  0.3133
C (-1.050, 8.095, -20.157)  -1.2550
C (0.186, 7.419, -19.572)  0.0288
N (0.442, 6.127, -20.176)  0.3859
C (1.579, 5.732, -20.849)  -0.5063
C (1.504, 4.376, -20.978)  -0.5511
N (0.288, 4.004, -20.454)  0.3470
C (-0.355, 5.072, -19.961)  -0.7818
C (-0.178, 2.642, -20.161)  -0.7493
H (-1.090, 9.118, -19.773)  0.5184
H (-1.983, 7.665, -19.794)  0.0230
H (-0.906, 8.152, -21.235)  0.4335
H (-0.006, 7.200, -18.516)  -0.3101
H (1.085, 8.032, -19.534)  0.5870
H (2.261, 6.461, -21.251)  0.5318
H (2.138, 3.626, -21.420)  0.5960
H (-1.210, 4.959, -19.294)  0.6113
H (0.651, 1.941, -20.167)  0.3793
H (-0.903, 2.310, -20.902)  0.3182
H (-0.651, 2.652, -19.182)  0.2613
C (-10.926, 10.608, -16.442)  -0.9967
C (-9.909, 11.710, -16.165)  -0.4997
N (-8.545, 11.136, -15.967)  0.0735
C (-7.868, 11.222, -14.780)  -0.3625
C (-6.708, 10.544, -14.940)  -0.4172
N (-6.678, 10.074, -16.231)  0.2722
C (-7.814, 10.458, -16.848)  -0.1775
C (-5.635, 9.123, -16.669)  -0.1014
H (-11.746, 11.153, -16.917)  0.3616
H (-11.303, 10.178, -15.517)  0.3155
H (-10.598, 9.850, -17.149)  0.3317
H (-10.124, 12.347, -15.312)  0.3250
H (-9.832, 12.362, -17.036)  0.3380
H (-8.189, 11.707, -13.874)  0.4179
H (-5.998, 10.196, -14.210)  0.4365
H (-8.095, 10.142, -17.837)  0.4906
H (-4.890, 9.602, -17.310)  0.2705
H (-6.104, 8.390, -17.319)  0.3216
H (-5.100, 8.767, -15.793)  -0.4690
C (-5.814, 1.390, -15.716)  -0.5070
C (-7.251, 1.531, -16.181)  -0.6488
N (-7.292, 1.988, -17.573)  0.2779
C (-6.723, 1.350, -18.647)  -0.3270
C (-7.256, 1.962, -19.744)  -0.7704
N (-8.034, 3.017, -19.349)  0.2167
C (-7.989, 3.041, -18.022)  -0.0681
C (-8.658, 3.936, -20.260)  -0.6953
H (-5.283, 0.556, -16.168)  0.4797
H (-5.786, 1.363, -14.630)  -0.0842
H (-5.257, 2.293, -15.985)  0.2085
H (-7.835, 2.238, -15.591)  0.3680
H (-7.806, 0.593, -16.125)  0.2505
H (-6.109, 0.468, -18.598)  0.5298
H (-7.148, 1.695, -20.782)  0.5574
H (-8.505, 3.748, -17.395)  0.3568
H (-9.280, 4.625, -19.687)  0.3247
H (-9.218, 3.439, -21.046)  0.3722
H (-7.943, 4.624, -20.716)  0.1913
C (-0.511, 3.341, -15.794)  0.8088
O (0.534, 2.557, -15.189)  -0.5914
C (1.335, 3.284, -14.292)  1.1568
C (2.188, 2.241, -13.603)  -1.6087
N (3.190, 1.559, -14.472)  0.0455
H (2.738, 0.939, -15.147)  0.4423
H (3.754, 2.186, -15.050)  0.3702
C (4.148, 0.651, -13.691)  -0.5987
C (5.569, 0.990, -14.104)  -0.6585
O (5.748, 2.369, -13.916)  -0.2803
C (7.081, 2.777, -13.733)  -0.8186
H (-0.927, 2.679, -16.549)  0.1463
H (-0.119, 4.251, -16.259)  -0.5667
H (-1.204, 3.590, -14.986)  -0.2957
H (0.672, 3.712, -13.531)  -0.4408
H (1.976, 4.018, -14.799)  -0.0469
H (1.512, 1.477, -13.215)  0.7191
H (2.771, 2.621, -12.765)  0.4101
H (3.850, -0.373, -13.905)  0.4415
H (3.993, 0.793, -12.623)  0.2949
H (5.622, 0.756, -15.177)  0.3394
H (6.335, 0.394, -13.608)  0.5296
H (7.198, 3.822, -13.450)  0.2631
H (7.618, 2.597, -14.672)  0.3408
H (7.657, 2.276, -12.944)  0.3278
C (-0.052, 10.742, -14.421)  -0.6813
O (-1.223, 9.963, -14.223)  -0.1706
C (-1.931, 9.749, -15.428)  -0.8450
C (-1.300, 8.738, -16.397)  0.0539
N (-1.117, 7.426, -15.699)  3.3331
H (-2.028, 7.240, -15.206)  -1.2254
H (-1.083, 6.621, -16.362)  -0.8469
C (0.086, 7.256, -14.814)  0.6938
C (1.372, 7.157, -15.577)  -1.5419
O (1.187, 6.200, -16.598)  0.5188
C (2.353, 5.793, -17.315)  -0.8799
H (0.740, 10.137, -14.870)  0.1641
H (0.361, 11.054, -13.457)  0.2728
H (-0.149, 11.717, -14.907)  0.3703
H (-2.134, 10.696, -15.939)  0.6599
H (-2.893, 9.378, -15.058)  -0.1124
H (-0.360, 9.095, -16.810)  0.6581
H (-2.045, 8.527, -17.163)  -0.3223
H (-0.043, 6.293, -14.313)  -0.4925
H (-0.021, 8.052, -14.081)  0.4875
H (2.239, 6.818, -15.005)  0.6249
H (1.607, 8.157, -15.969)  0.2128
H (3.001, 5.241, -16.634)  0.3647
H (2.859, 6.632, -17.792)  0.2898
H (1.909, 5.156, -18.076)  0.0600

HOMO-LUMO gap	6.71	eV
DFT total energy	-112201.29035	eV
charge	+5
strongest force on any atom	2.11	eV/A
lowest unoccupied orbital energy	-9.419	eV

***

Molecular formula: C50H103NO42
Method: DFT, ωB97M-V/def2-TZVPD

Each line ends with the Mulliken charge.
Geometry (Å):
C (2.268, -27.407, -0.250)  -0.1371
O (2.384, -28.798, -0.521)  0.0767
C (3.146, -29.131, -1.690)  0.5733
C (3.158, -30.633, -1.712)  -0.8922
O (4.234, -31.150, -0.972)  1.1833
C (4.198, -30.935, 0.448)  0.0641
C (5.292, -31.746, 1.056)  -0.0029
O (5.526, -31.144, 2.353)  0.4902
C (6.641, -31.571, 3.122)  -0.6793
H (3.165, -26.854, -0.533)  0.2910
H (2.024, -27.248, 0.802)  0.1343
H (1.437, -26.891, -0.737)  -0.5485
H (4.185, -28.834, -1.521)  -0.8323
H (2.738, -28.607, -2.556)  0.5426
H (3.268, -30.876, -2.770)  0.1271
H (2.250, -31.068, -1.291)  0.1073
H (3.235, -31.150, 0.911)  -0.1248
H (4.537, -29.909, 0.603)  -0.3600
H (6.205, -31.702, 0.458)  -0.7027
H (5.078, -32.811, 1.175)  0.4716
H (6.692, -32.659, 3.069)  0.4029
H (6.670, -31.256, 4.165)  -0.0408
H (7.548, -31.138, 2.695)  -0.0275
C (13.479, -39.579, -2.160)  -0.7774
O (12.401, -38.812, -1.630)  -0.2490
C (11.173, -39.407, -2.055)  -0.3681
C (10.058, -38.710, -1.374)  -0.7277
O (9.940, -37.289, -1.643)  -0.3210
C (10.774, -36.465, -0.862)  -0.4955
C (10.289, -35.060, -0.912)  -0.4911
O (9.052, -34.935, -0.226)  -0.3819
C (8.546, -33.626, -0.352)  -0.4231
H (13.332, -39.682, -3.236)  0.3391
H (13.567, -40.560, -1.692)  0.2731
H (14.376, -38.997, -1.949)  0.2339
H (11.094, -40.478, -1.860)  0.4075
H (10.907, -39.261, -3.106)  0.3036
H (10.140, -38.844, -0.293)  0.3813
H (9.118, -39.121, -1.743)  0.3141
H (11.791, -36.616, -1.231)  0.4100
H (10.952, -36.817, 0.158)  0.3628
H (10.102, -34.932, -1.982)  0.2840
H (10.956, -34.327, -0.458)  0.2872
H (7.591, -33.467, 0.147)  0.0891
H (8.405, -33.443, -1.422)  0.4088
H (9.191, -32.808, -0.028)  0.1503
C (4.241, -32.960, -6.870)  -0.7747
O (4.078, -33.543, -5.548)  -0.3325
C (4.992, -33.152, -4.564)  0.9038
O (5.945, -32.423, -4.739)  -0.5945
O (4.560, -33.668, -3.373)  -0.4068
C (5.435, -33.522, -2.191)  0.0862
H (5.262, -32.641, -7.079)  0.3680
H (3.539, -32.135, -6.988)  0.2492
H (4.076, -33.795, -7.550)  0.2908
H (6.088, -32.674, -2.382)  -0.0312
H (5.836, -34.519, -2.011)  0.5151
H (4.827, -33.342, -1.307)  -0.4480
C (9.818, -30.129, 0.879)  -0.4648
O (10.119, -30.249, 2.217)  -0.3580
C (10.602, -31.503, 2.569)  0.8834
O (10.770, -32.421, 1.800)  -0.5538
O (11.005, -31.463, 3.804)  -0.3773
C (11.585, -32.639, 4.420)  -0.7621
H (9.906, -29.082, 0.589)  0.3517
H (8.737, -30.259, 0.788)  -0.0638
H (10.370, -30.778, 0.201)  0.3823
H (11.456, -32.721, 5.497)  0.2670
H (12.625, -32.878, 4.189)  0.4056
H (11.232, -33.612, 4.074)  0.2940
C (6.951, -29.999, -2.277)  -0.3115
O (7.020, -28.598, -2.262)  -0.4213
C (7.102, -27.935, -1.100)  0.6720
O (7.194, -28.457, 0.011)  -0.3189
O (7.156, -26.628, -1.424)  -0.4017
C (7.477, -25.655, -0.453)  -0.3802
H (7.423, -30.547, -1.462)  -0.1064
H (7.198, -30.567, -3.175)  0.4862
H (5.872, -30.156, -2.317)  0.0243
H (8.330, -25.834, 0.201)  0.2771
H (6.621, -25.529, 0.212)  0.0110
H (7.535, -24.683, -0.942)  0.3156
C (3.403, -32.255, 5.040)  -0.6430
O (2.939, -31.572, 6.185)  -0.2724
C (2.120, -32.121, 7.076)  0.7000
O (1.799, -33.279, 7.144)  -0.5820
O (1.736, -31.132, 7.849)  -0.3006
C (0.738, -31.250, 8.804)  -0.7744
H (3.770, -33.241, 5.325)  0.4581
H (4.068, -31.623, 4.455)  -0.0499
H (2.514, -32.452, 4.438)  0.4596
H (-0.135, -31.825, 8.489)  0.3455
H (0.337, -30.296, 9.142)  0.2767
H (1.145, -31.813, 9.646)  0.3224
C (3.915, -23.398, 4.080)  -0.6449
O (4.079, -24.809, 4.096)  -0.4145
C (4.683, -25.453, 3.133)  0.8071
O (5.105, -24.999, 2.058)  -0.6090
O (4.624, -26.765, 3.386)  -0.3283
C (5.304, -27.674, 2.509)  0.2120
H (3.049, -23.214, 3.444)  0.2651
H (4.792, -22.868, 3.709)  0.3108
H (3.750, -23.089, 5.111)  0.2799
H (4.966, -28.686, 2.726)  -0.1373
H (6.375, -27.505, 2.594)  0.3278
H (4.919, -27.526, 1.499)  -0.0531
C (-2.082, -30.974, -2.718)  -0.7252
O (-1.455, -32.179, -3.147)  -0.3777
C (-0.243, -32.149, -3.667)  1.0059
O (0.496, -31.144, -3.689)  -0.6253
O (-0.053, -33.233, -4.346)  -0.3265
C (0.887, -33.201, -5.406)  -0.6845
H (-2.566, -30.975, -1.742)  0.2449
H (-2.940, -30.843, -3.381)  0.3853
H (-1.547, -30.039, -2.879)  0.2172
H (1.540, -34.059, -5.243)  0.3090
H (1.567, -32.352, -5.350)  0.2431
H (0.541, -33.285, -6.436)  0.3029
C (4.442, -27.874, -5.334)  -0.6596
O (4.062, -27.042, -4.263)  0.0853
C (3.882, -25.703, -4.481)  0.4345
O (4.126, -25.099, -5.528)  -0.6250
O (3.367, -25.239, -3.348)  0.0159
C (2.975, -23.879, -3.247)  -0.7150
H (3.598, -27.689, -6.002)  0.3724
H (4.454, -28.881, -4.921)  0.0426
H (5.360, -27.634, -5.869)  0.2940
H (2.705, -23.344, -4.159)  0.4448
H (3.768, -23.260, -2.825)  0.3257
H (2.073, -23.688, -2.667)  0.0605
C (2.557, -34.080, 0.986)  -0.2580
O (1.263, -34.624, 0.762)  -0.4007
C (0.275, -33.924, 0.274)  0.5887
O (0.309, -32.712, 0.095)  -0.3398
O (-0.896, -34.680, 0.307)  -0.3822
C (-2.157, -34.035, 0.190)  -0.2944
H (2.533, -33.012, 1.197)  0.1129
H (3.132, -34.203, 0.067)  0.1942
H (3.101, -34.613, 1.765)  0.3593
H (-2.840, -34.780, -0.214)  0.2733
H (-2.096, -33.233, -0.547)  -0.0470
H (-2.446, -33.578, 1.135)  0.2858
C (0.286, -29.022, 5.204)  -0.6057
O (-0.583, -28.170, 4.461)  -0.3707
C (-0.132, -27.318, 3.487)  0.6576
O (1.017, -26.975, 3.279)  -0.4329
O (-1.144, -26.876, 2.759)  -0.3528
C (-0.960, -26.074, 1.588)  -0.3592
H (1.134, -29.374, 4.615)  0.2096
H (-0.202, -29.959, 5.474)  0.2836
H (0.678, -28.671, 6.159)  0.3512
H (-1.940, -25.990, 1.125)  0.2514
H (-0.335, -26.561, 0.840)  -0.1977
H (-0.395, -25.173, 1.824)  0.4625
C (6.450, -31.684, 7.434)  -0.5351
O (7.561, -32.573, 7.596)  -0.3826
C (8.497, -32.945, 6.690)  0.6832
O (8.430, -32.687, 5.491)  -0.4117
O (9.516, -33.617, 7.202)  -0.2706
C (9.400, -34.193, 8.520)  -0.6974
H (6.157, -31.493, 8.464)  0.2833
H (5.644, -32.286, 7.012)  0.1587
H (6.667, -30.838, 6.785)  0.3011
H (8.410, -34.597, 8.726)  0.3006
H (9.597, -33.436, 9.279)  0.2961
H (10.149, -34.970, 8.662)  0.2552
C (0.316, -20.178, -1.307)  -0.7161
O (0.755, -21.514, -1.112)  -0.2143
C (1.712, -21.769, -0.149)  0.5733
O (2.222, -20.933, 0.592)  -0.6055
O (2.024, -23.061, -0.237)  0.0704
C (3.174, -23.529, 0.403)  -0.7452
H (-0.344, -20.093, -2.169)  0.2288
H (1.182, -19.553, -1.526)  0.3030
H (-0.189, -19.768, -0.432)  0.2783
H (3.977, -23.549, -0.340)  0.3053
H (3.167, -24.606, 0.566)  -0.1007
H (3.653, -23.018, 1.235)  0.5139
C (-0.845, -29.648, 0.501)  -0.4012
O (-1.282, -28.449, -0.234)  0.9747
C (-2.645, -28.317, -0.377)  0.3899
O (-3.500, -28.966, 0.262)  -0.6631
O (-2.880, -27.278, -1.148)  -0.1029
C (-4.189, -26.937, -1.565)  -0.9903
H (-1.140, -29.565, 1.547)  0.3763
H (0.242, -29.707, 0.500)  -0.2165
H (-1.310, -30.462, -0.048)  -0.0041
H (-4.339, -27.172, -2.619)  0.2978
H (-4.480, -25.892, -1.468)  0.2842
H (-4.924, -27.532, -1.024)  0.3877
C (-0.081, -26.511, -3.089)  -0.5057
C (-0.417, -25.558, -2.029)  0.5230
N (-0.665, -24.809, -1.210)  -0.4611
H (0.773, -26.152, -3.663)  0.1815
H (-1.013, -26.682, -3.626)  0.4021
H (0.300, -27.462, -2.716)  -0.1363

HOMO-LUMO gap	9.70	eV
DFT total energy	-140996.50870	eV
charge	0
strongest force on any atom	4.79	eV/A
lowest unoccupied orbital energy	0.497	eV